[1]
{
  "formula": "C5H15N2",
  "method": "the ωB97M-V functional and the def2-TZVPD basis",
  "smiles": "CCNC[C@H](C)[NH3+]",
  "homo_energy_ev": -13.756,
  "e_above_lowest_kcal_mol": 19.53,
  "max_force_ev_per_a": 1.78,
  "energy_ha": -308.7615,
  "total_charge": 1,
  "elements": ["N", "C", "C", "C", "N", "C", "C", "H", "H", "H", "H", "H", "H", "H", "H", "H", "H", "H", "H", "H", "H", "H"],
  "coordinates": [[1.312052, -0.379977, 1.057203], [1.304494, -0.875839, -0.379582], [0.620041, -2.210079, -0.418422], [0.687791, 0.271447, -1.203426], [-0.176343, 1.110243, -0.395033], [-1.488184, 0.598509, 0.027490], [-2.092144, 1.542772, 1.098632], [0.554304, -0.841922, 1.557857], [2.190382, -0.459305, 1.561101], [0.963878, 0.614568, 0.933398], [2.326775, -0.913237, -0.700042], [0.852660, -2.839579, 0.442000], [0.818617, -2.835191, -1.288766], [-0.476045, -2.217236, -0.478111], [1.495318, 0.931516, -1.538627], [0.324382, -0.068740, -2.171060], [-0.309698, 2.037578, -0.774690], [-2.225833, 0.513032, -0.776841], [-1.368563, -0.397029, 0.438401], [-1.310815, 2.180639, 1.499689], [-2.441565, 0.963319, 1.938400], [-2.875489, 2.154806, 0.662674]],
  "atomic_forces_ev_per_a": [[-0.51, 0.45, -0.42], [-0.32, 0.38, 0.07], [-1.01, -1.43, -0.33], [0.39, 0.89, -0.67], [-0.42, -0.20, 0.20], [-0.47, 0.56, 0.37], [0.64, -0.44, -0.47], [0.26, -0.14, 0.29], [0.01, -0.07, -0.04], [0.06, 0.02, 0.20], [0.59, -0.48, 0.05], [0.30, 0.08, 0.04], [0.71, 0.33, -0.15], [0.09, 0.75, 0.32], [0.14, -0.03, 0.33], [-0.67, -0.55, 0.14], [0.33, 0.02, -0.14], [0.34, -0.15, -0.26], [0.09, -0.24, 0.07], [0.10, 0.26, -0.03], [-0.55, -0.06, 0.17], [-0.10, 0.04, 0.24]]
}

[2]
{
  "formula": "C15H30Cl12O9",
  "method": "the ωB97M-V functional and the def2-TZVPD basis",
  "smiles": "COC(=O)OC.COC(=O)OC.COC(=O)OC.ClCCl.ClCCl.ClCCl.ClCCl.ClCCl.ClCCl",
  "homo_energy_ev": -10.630,
  "e_above_lowest_kcal_mol": 5.03,
  "max_force_ev_per_a": 0.76,
  "energy_ha": -6789.0110,
  "elements": ["C", "O", "C", "O", "O", "C", "H", "H", "H", "H", "H", "H", "C", "O", "C", "O", "O", "C", "H", "H", "H", "H", "H", "H", "C", "O", "C", "O", "O", "C", "H", "H", "H", "H", "H", "H", "C", "Cl", "Cl", "H", "H", "C", "Cl", "Cl", "H", "H", "C", "Cl", "Cl", "H", "H", "C", "Cl", "Cl", "H", "H", "C", "Cl", "Cl", "H", "H", "C", "Cl", "Cl", "H", "H"],
  "coordinates": [[-6.282047, 2.956291, 4.489090], [-5.257059, 2.023205, 4.211154], [-5.386888, 1.403944, 3.042122], [-6.303068, 1.543090, 2.273229], [-4.352645, 0.579308, 2.887918], [-4.303604, -0.069763, 1.617068], [-6.058297, 3.374046, 5.462837], [-7.260002, 2.466914, 4.525330], [-6.330565, 3.727700, 3.721248], [-4.454288, 0.627687, 0.797701], [-5.050548, -0.862525, 1.571415], [-3.321653, -0.526127, 1.561274], [6.906552, -2.456453, -4.561964], [5.675176, -2.376255, -3.837629], [5.668598, -1.486807, -2.853594], [6.611066, -0.829119, -2.485434], [4.426896, -1.395475, -2.378248], [4.278042, -0.516366, -1.269413], [7.759147, -2.519689, -3.891139], [7.021159, -1.576083, -5.196513], [6.815465, -3.339885, -5.182454], [3.336906, -0.752198, -0.784536], [4.253126, 0.521572, -1.607912], [5.089489, -0.599810, -0.547809], [0.471593, -2.499529, -6.680071], [-0.083187, -2.338150, -5.366534], [0.823906, -2.359934, -4.389526], [2.014897, -2.401265, -4.543246], [0.167661, -2.376768, -3.233253], [0.956388, -2.477813, -2.049353], [1.013470, -3.440910, -6.747149], [1.147316, -1.680205, -6.917548], [-0.377303, -2.492996, -7.353991], [1.056350, -3.526687, -1.765937], [0.388936, -1.980880, -1.267160], [1.930412, -2.010231, -2.151587], [-2.941320, -0.160776, -3.331111], [-2.371743, -0.394263, -1.690576], [-1.745448, 0.691888, -4.328976], [-3.110272, -1.125032, -3.790505], [-3.838308, 0.442248, -3.324204], [2.596206, 3.853879, 4.083524], [1.080667, 3.641509, 3.207358], [2.418002, 3.502518, 5.823986], [3.320860, 3.148773, 3.703460], [2.913527, 4.882238, 3.998567], [-0.339564, 0.971909, 1.229011], [0.891720, 0.077581, 0.322813], [-0.500802, 0.462322, 2.902840], [-0.143893, 2.033807, 1.158876], [-1.286389, 0.768150, 0.744352], [-1.319914, -3.125887, 2.678042], [-3.095649, -3.081988, 2.585800], [-0.600654, -3.172654, 1.063413], [-0.963612, -2.227173, 3.157987], [-1.042019, -4.023916, 3.210504], [2.075555, 0.033542, 5.380334], [2.477317, -1.004002, 4.008719], [1.734789, -0.899622, 6.837477], [2.922706, 0.668372, 5.600159], [1.199508, 0.610971, 5.118285], [-2.754472, 4.683590, -0.001748], [-3.014356, 3.037418, 0.565573], [-1.420200, 5.478599, 0.843944], [-2.484395, 4.638143, -1.046188], [-3.649240, 5.256024, 0.189872]],
  "atomic_forces_ev_per_a": [[-0.74, 0.16, 0.09], [0.37, -0.14, -0.02], [-0.13, -0.32, 0.02], [0.10, 0.10, -0.08], [0.06, 0.31, -0.09], [0.03, -0.35, -0.04], [0.11, 0.11, 0.02], [0.15, -0.01, -0.01], [0.11, 0.05, 0.06], [-0.08, 0.09, 0.03], [-0.05, 0.09, -0.06], [0.06, 0.05, -0.02], [-0.04, 0.13, -0.12], [0.05, -0.13, 0.01], [0.02, 0.53, -0.20], [-0.09, -0.18, 0.03], [0.07, -0.31, 0.28], [0.04, 0.59, 0.25], [-0.02, -0.08, 0.04], [-0.01, -0.01, 0.06], [0.06, -0.09, 0.00], [-0.04, -0.14, -0.10], [-0.03, -0.07, -0.07], [0.04, -0.22, -0.12], [-0.03, 0.13, 0.11], [-0.04, -0.03, -0.26], [0.08, -0.34, 0.04], [0.02, 0.07, 0.03], [-0.10, 0.19, -0.04], [-0.20, -0.08, 0.47], [-0.01, -0.01, -0.01], [0.01, 0.01, 0.03], [-0.04, -0.03, -0.04], [0.17, -0.01, -0.17], [-0.03, 0.05, -0.13], [0.06, -0.06, -0.24], [0.17, 0.14, -0.48], [0.02, -0.09, 0.35], [-0.02, 0.03, 0.02], [0.00, -0.11, 0.06], [-0.09, 0.00, 0.11], [-0.11, -0.21, 0.42], [0.01, 0.09, 0.00], [-0.03, 0.11, -0.12], [0.09, 0.05, -0.17], [0.07, 0.06, -0.11], [-0.40, -0.16, -0.53], [0.11, 0.26, 0.24], [-0.04, 0.05, 0.12], [0.25, 0.02, 0.22], [-0.03, -0.04, -0.03], [-0.21, -0.08, -0.22], [0.20, -0.08, 0.15], [0.01, -0.06, 0.00], [-0.05, 0.07, 0.15], [0.08, -0.04, 0.04], [0.10, -0.07, 0.01], [0.11, -0.05, -0.07], [-0.11, -0.08, 0.13], [0.02, 0.05, -0.09], [-0.04, 0.07, 0.01], [0.26, 0.09, 0.08], [-0.11, -0.15, 0.09], [0.09, 0.00, 0.09], [-0.14, 0.04, -0.14], [-0.13, 0.03, -0.11]]
}

[3]
{
  "formula": "CH4NO3",
  "method": "the ωB97M-V functional and the def2-TZVPD basis",
  "smiles": "[O-][C@H](O)NO",
  "homo_energy_ev": -3.600,
  "e_above_lowest_kcal_mol": 91.13,
  "max_force_ev_per_a": 2.89,
  "energy_ha": -320.9315,
  "total_charge": -1,
  "elements": ["C", "N", "O", "O", "O", "H", "H", "H", "H"],
  "coordinates": [[-0.084526, 0.445178, -0.379150], [-0.245848, -0.638914, 0.816286], [0.857835, -1.554079, 0.661458], [0.941476, 0.206541, -1.204477], [-0.172220, 1.772548, 0.366408], [-1.078157, 0.380398, -0.823940], [-1.206860, -1.150134, 0.568827], [1.271219, -1.266164, -0.238782], [0.776672, 2.047530, 0.310873]],
  "atomic_forces_ev_per_a": [[0.11, -0.75, 0.46], [-0.90, -0.11, -1.48], [-0.10, 0.09, -0.98], [-1.54, 0.69, 2.09], [1.97, -0.94, -1.31], [-0.34, 0.33, -0.43], [2.78, 0.76, 0.26], [-0.95, 0.10, 1.21], [-1.03, -0.17, 0.18]]
}